(1)
The following is a quantum chemistry calculation of C17H22AlBBeCl7F5MgNO10P as an isolated structure in a non-equilibrium geometry, from OMol25.

XYZ file:
```
67
Properties=species:S:1:pos:R:3:lowdin_charge:R:1
P -2.43 1.02 1.71 1.055
C -1.67 -0.41 0.71 -0.350
C -1.99 -0.47 -0.79 0.033
C -1.39 -1.67 -1.63 0.064
C -0.51 -2.77 -0.90 0.108
C -0.20 -2.64 0.64 0.020
C -0.78 -1.46 1.50 -0.017
H -1.63 1.40 2.85 0.011
H -2.63 2.20 0.93 0.024
H -3.71 0.51 2.16 0.005
H -2.66 0.33 -1.29 0.126
H -1.63 -1.70 -2.75 0.148
H -0.10 -3.64 -1.51 0.133
H 0.45 -3.39 1.20 0.088
H -0.57 -1.40 2.61 0.048
C -1.67 5.07 -1.25 -0.078
C -1.48 3.60 -1.57 -0.330
O -2.75 2.96 -1.74 -0.124
H -2.27 5.19 -0.34 0.077
H -0.71 5.56 -1.11 0.088
H -2.21 5.57 -2.05 0.085
H -0.96 3.09 -0.75 0.091
H -0.90 3.47 -2.48 0.119
H -3.20 3.41 -2.47 0.098
C -3.57 0.18 6.06 -1.932
Cl -5.15 -0.54 6.41 0.634
Cl -2.61 0.27 7.57 0.621
Cl -2.70 -0.82 4.86 0.426
Cl -3.79 1.80 5.41 0.644
F -2.85 4.86 5.15 -0.283
Al -1.70 5.48 6.37 0.048
F -1.92 4.58 7.89 -0.271
F -2.02 7.20 6.65 -0.228
F -0.04 5.27 5.78 -0.247
Mg -0.97 -2.40 5.68 0.885
C 3.19 -4.82 -1.17 -0.058
C 3.08 -4.69 0.32 -0.242
N 2.96 -4.57 1.49 0.089
H 3.98 -5.52 -1.43 0.095
H 2.24 -5.18 -1.58 0.076
H 3.41 -3.85 -1.60 0.059
B 4.70 -2.09 -5.74 -0.875
O 3.95 -0.85 -5.53 0.277
C 3.00 -1.11 -4.64 -0.377
O 2.20 -0.30 -4.24 0.192
C 3.09 -2.51 -4.22 -0.363
O 2.37 -3.06 -3.42 0.145
O 4.09 -3.11 -4.86 0.280
O 4.65 -2.51 -7.14 0.273
C 5.91 -2.56 -7.59 -0.343
O 6.22 -2.88 -8.71 0.251
C 6.83 -2.18 -6.50 -0.347
O 8.02 -2.13 -6.58 0.244
O 6.12 -1.90 -5.40 0.256
F -3.12 -3.13 -1.86 -0.267
C 5.22 0.46 -1.40 -0.137
O 5.06 -0.59 -2.34 -0.111
H 4.27 0.61 -0.87 0.075
H 5.99 0.19 -0.67 0.083
H 5.49 1.38 -1.91 0.087
H 5.91 -0.70 -2.79 0.090
C -7.88 1.24 4.52 -1.562
Cl -6.62 1.89 3.46 0.480
Cl -8.64 2.54 5.44 0.567
Cl -9.09 0.36 3.57 0.567
H -7.42 0.55 5.22 -0.047
Be -4.25 1.32 8.60 0.726
```

## Properties
E: -163577.1206 eV
Total charge: +2
2S+1: 1
Highest occupied orbital energy: -12.894 eV
LUMO energy: -11.5 eV

(2)
The following is a quantum chemistry calculation of a single C17H22BrNO4S molecule, from OMol25.

XYZ file:
```
46
Properties=species:S:1:pos:R:3:lowdin_charge:R:1
C -4.11 -2.08 1.19 -0.085
C -3.21 -1.22 0.37 -0.313
C -1.89 -1.59 0.11 -0.055
C -1.05 -0.80 -0.65 -0.456
S 0.62 -1.26 -0.98 1.024
C 1.08 -2.28 0.48 -0.308
C 2.52 -1.94 0.78 -0.590
O 2.89 -1.41 1.79 0.127
O 3.30 -2.27 -0.24 -0.025
C 4.67 -1.90 -0.15 -0.049
C 4.95 -0.42 -0.45 -0.480
O 6.06 0.03 -0.29 0.069
N 3.91 0.28 -0.92 0.098
C 3.97 1.70 -1.16 -0.101
C 3.19 2.49 -0.11 -0.302
C 3.74 2.35 1.32 -0.114
C 2.48 2.46 2.17 -0.140
C 1.46 1.75 1.28 -0.188
O 1.83 2.03 -0.06 -0.139
C -1.51 0.40 -1.21 -0.290
C -0.62 1.23 -2.07 -0.063
C -2.82 0.77 -0.96 -0.084
C -3.64 -0.02 -0.17 -0.608
Br -5.43 0.57 0.14 0.762
H -4.99 -2.37 0.62 0.075
H -4.46 -1.54 2.07 0.075
H -3.59 -2.98 1.52 0.077
H -1.55 -2.54 0.50 0.106
H 0.45 -2.01 1.32 0.094
H 0.97 -3.34 0.22 0.095
H 5.20 -2.52 -0.88 0.144
H 5.06 -2.11 0.85 0.141
H 2.99 -0.14 -1.01 0.085
H 5.02 1.99 -1.13 0.130
H 3.56 1.91 -2.15 0.128
H 3.18 3.55 -0.41 0.150
H 4.48 3.11 1.54 0.121
H 4.19 1.37 1.45 0.111
H 2.58 1.99 3.14 0.116
H 2.20 3.51 2.30 0.114
H 0.43 2.08 1.42 0.126
H 1.51 0.66 1.45 0.099
H -0.26 0.65 -2.91 0.080
H -1.15 2.11 -2.44 0.084
H 0.25 1.56 -1.49 0.055
H -3.20 1.69 -1.37 0.106
```

## Properties
E: -108545.0092 eV
2S+1: 1
Highest occupied orbital energy: -8.441 eV
SMILES: Cc1cc(SCC(=O)OCC(=O)NC[C@@H]2CCCO2)c(C)cc1Br
LUMO energy: 0.5 eV
ΔE to the lowest compared entry with this formula, charge and spin: 0.91 kcal/mol

(3)
The following is a quantum chemistry calculation of a 6-piece molecular cluster, C17H22Cl20FO3 overall, from OMol25.

XYZ file:
```
63
Properties=species:S:1:pos:R:3:lowdin_charge:R:1
C 1.82 3.07 -0.61 -0.117
O 2.62 2.22 -1.41 -0.197
C 2.35 0.84 -1.18 -0.225
C 2.70 0.05 -2.45 -0.175
C 1.53 -0.63 -3.16 -0.190
C 1.25 -2.10 -2.78 -0.196
C 1.45 -2.49 -1.31 -0.230
C 0.33 -2.08 -0.34 -0.199
C -1.04 -2.74 -0.63 -0.242
C -2.34 -1.99 -0.26 -0.307
F -1.91 -0.82 0.59 -0.226
C -2.95 -1.29 -1.47 -0.217
C -2.12 -0.12 -2.05 -0.165
O -2.88 1.13 -2.14 -0.026
C -2.68 1.93 -1.11 -0.397
O -2.74 3.13 -1.18 -0.024
H 0.78 3.08 -0.96 0.085
H 2.24 4.08 -0.69 0.084
H 1.83 2.77 0.44 0.087
H 2.94 0.49 -0.32 0.119
H 1.29 0.71 -0.94 0.102
H 3.49 -0.68 -2.21 0.047
H 3.15 0.77 -3.14 0.112
H 0.63 -0.01 -3.04 0.094
H 1.74 -0.62 -4.24 0.102
H 1.91 -2.72 -3.40 0.105
H 0.23 -2.35 -3.07 0.092
H 1.54 -3.58 -1.26 0.050
H 2.41 -2.11 -0.93 0.063
H 0.24 -0.99 -0.29 0.073
H 0.65 -2.39 0.66 0.107
H -1.03 -3.70 -0.09 0.052
H -1.11 -3.02 -1.69 0.063
H -3.15 -2.04 -2.24 0.090
H -3.91 -0.85 -1.17 0.092
H -1.78 -0.30 -3.08 0.113
H -1.24 0.06 -1.43 0.084
H -2.52 1.39 -0.16 0.132
C 0.68 -6.86 -1.58 -2.052
Cl -0.05 -8.46 -1.34 0.510
Cl 2.27 -7.07 -2.34 0.500
Cl -0.35 -5.89 -2.63 0.557
Cl 0.88 -6.06 -0.03 0.549
C -5.69 5.16 -0.53 -2.053
Cl -6.15 3.84 -1.61 0.543
Cl -5.24 4.52 1.05 0.504
Cl -4.33 6.04 -1.22 0.536
Cl -7.07 6.27 -0.35 0.492
C -1.80 4.32 3.45 -2.037
Cl -1.88 3.69 1.83 0.574
Cl -0.69 5.70 3.51 0.514
Cl -3.41 4.86 3.95 0.501
Cl -1.23 3.08 4.57 0.494
C 5.40 -3.01 0.41 -2.053
Cl 4.24 -4.32 0.22 0.533
Cl 5.50 -2.09 -1.09 0.552
Cl 4.87 -1.94 1.71 0.529
Cl 7.00 -3.67 0.80 0.508
C 0.26 3.16 9.19 -2.059
Cl -0.36 4.62 9.97 0.513
Cl 2.01 3.08 9.40 0.514
Cl -0.49 1.74 9.93 0.519
Cl -0.13 3.20 7.47 0.495
```

## Properties
E: -277291.0061 eV
Total charge: -1
2S+1: 1
Highest occupied orbital energy: -2.079 eV
LUMO energy: 1.6 eV

(4)
The following is a quantum chemistry calculation of a 3-piece molecular cluster, C17H22F17O10P2 overall in a non-equilibrium geometry, from OMol25.

XYZ file:
```
68
Properties=species:S:1:pos:R:3:lowdin_charge:R:1
O 5.47 -6.07 -0.54 -0.096
C 6.41 -5.42 -1.05 -0.760
O 7.49 -5.16 -0.45 -0.092
C 6.18 -4.86 -2.48 -0.119
C 5.93 -3.36 -2.31 -0.082
C 5.40 -2.66 -3.58 -0.414
F 4.86 -3.58 -4.41 0.109
F 6.50 -2.17 -4.23 0.093
C 4.45 -1.45 -3.30 -0.343
F 4.96 -0.36 -3.93 0.137
F 4.39 -1.11 -2.00 0.150
C 2.99 -1.58 -3.81 -0.327
F 2.45 -0.34 -3.75 0.140
F 2.94 -1.89 -5.12 0.157
C 2.12 -2.63 -3.06 -0.323
F 1.51 -3.43 -3.96 0.154
F 2.86 -3.46 -2.31 0.186
C 1.02 -2.04 -2.11 -0.325
F 1.50 -1.03 -1.37 0.161
F 0.75 -3.00 -1.21 0.162
C -0.29 -1.55 -2.82 -0.328
F -0.62 -0.37 -2.26 0.140
F -0.13 -1.30 -4.13 0.172
C -1.55 -2.45 -2.65 -0.344
F -2.55 -1.77 -3.26 0.145
F -1.93 -2.57 -1.38 0.177
C -1.53 -3.85 -3.33 -0.550
F -2.79 -4.32 -3.23 0.163
F -0.74 -4.72 -2.74 0.197
F -1.24 -3.80 -4.63 0.193
H 5.34 -5.42 -2.88 0.101
H 7.11 -5.08 -3.03 0.112
H 6.90 -2.90 -2.10 0.134
H 5.27 -3.23 -1.45 0.121
C -1.73 2.87 -1.67 -0.104
O -1.23 4.12 -1.15 -0.232
P -1.75 4.66 0.35 0.631
O -0.73 5.76 0.41 -0.264
O -1.27 3.28 1.09 -0.327
C 0.12 3.09 1.35 -0.079
O -2.55 5.15 1.75 -0.260
C -3.76 5.92 1.57 -0.107
H -1.95 2.99 -2.73 0.087
H -0.96 2.11 -1.55 0.077
H -2.64 2.55 -1.15 0.081
H 0.75 3.73 0.74 0.091
H 0.37 2.05 1.13 0.093
H 0.31 3.28 2.41 0.088
H -4.50 5.34 1.02 0.080
H -3.54 6.84 1.04 0.085
H -4.15 6.15 2.56 0.091
C -2.20 2.83 3.73 -0.096
O -3.41 3.14 4.48 -0.220
P -4.23 1.93 5.24 0.547
O -5.17 2.73 6.08 -0.269
O -2.92 1.39 6.04 -0.275
C -2.56 2.02 7.26 -0.105
O -4.92 0.41 5.34 -0.228
C -5.77 0.02 4.24 -0.121
H -2.21 3.39 2.81 0.035
H -1.34 3.13 4.33 0.097
H -2.14 1.76 3.51 0.093
H -3.01 3.01 7.37 0.083
H -1.48 2.13 7.29 0.085
H -2.87 1.38 8.09 0.089
H -5.21 0.01 3.31 0.079
H -6.61 0.71 4.15 0.085
H -6.15 -0.98 4.44 0.085
```

## Properties
E: -103235.7862 eV
Total charge: -1
2S+1: 1
Highest occupied orbital energy: -4.259 eV
LUMO energy: -0.9 eV

(5)
The following is a quantum chemistry calculation of C17H22Mn as an isolated structure, from OMol25.

XYZ file:
```
40
Properties=species:S:1:pos:R:3:lowdin_spin:R:1
Mn -0.42 0.19 -0.20 1.808
C 1.67 0.78 -0.18 -0.084
C 1.42 -0.14 0.89 -0.062
C 0.46 0.44 1.75 -0.049
C 0.09 1.73 1.22 -0.063
C 0.82 1.92 0.01 -0.055
C 0.80 3.15 -0.84 -0.008
C -0.81 2.72 1.88 -0.010
C -0.04 -0.16 3.02 -0.003
C 2.10 -1.45 1.11 -0.008
C 2.66 0.62 -1.29 -0.012
H 1.55 3.86 -0.49 -0.004
H -0.16 3.66 -0.79 -0.001
H 1.03 2.93 -1.88 0.000
H -0.20 3.35 2.54 -0.004
H -1.56 2.24 2.50 -0.001
H -1.29 3.38 1.16 -0.001
H 0.60 0.17 3.85 -0.002
H -0.01 -1.24 3.00 0.000
H -1.06 0.16 3.26 -0.001
H 2.88 -1.34 1.87 -0.004
H 2.59 -1.82 0.20 0.000
H 1.41 -2.21 1.47 -0.001
H 3.58 1.13 -0.99 -0.006
H 2.33 1.09 -2.21 -0.001
H 2.91 -0.42 -1.47 -0.001
C -2.75 0.57 0.14 -0.183
C -2.27 -0.17 -0.94 -0.022
C -1.60 0.58 -1.97 -0.057
C -0.44 0.05 -2.50 -0.009
C 0.09 -1.14 -1.97 -0.078
C -0.65 -1.96 -1.08 -0.009
C -1.85 -1.50 -0.59 -0.051
H -3.12 0.06 1.02 -0.006
H -2.99 1.63 0.05 -0.008
H -1.95 1.57 -2.23 -0.002
H 0.13 0.62 -3.23 0.001
H 1.07 -1.47 -2.30 -0.003
H -0.23 -2.89 -0.74 0.000
H -2.39 -2.05 0.17 -0.001
```

## Properties
E: -49289.0397 eV
Total charge: +2
2S+1: 2
Highest occupied orbital energy (spin up / spin down): -17.036 / -16.767 eV
LUMO energy (spin up / spin down): -8.7 / -8.6 eV

> Which value of 2S+1 does entry 1 give?

1